This record from OMol25 describes a structure of composition C4H3CaO2 in a non-equilibrium geometry. The level of theory is ωB97M-V/def2-TZVPD.

Summary:
Kohn-Sham gap (alpha / beta) ... 3.762 / 3.762 eV
Maximum force ... 0.0593 Eh/bohr
E_tot ... -982.203255 Eh
Lowest unoccupied orbital energy (alpha / beta) ... 2.62 / 2.62 eV

```
! wB97M-V def2-TZVPD RIJCOSX def2/J DEFGRID3
* xyz -1 1
O -0.30 0.40 -1.62
C 0.85 0.59 -0.77
C 0.90 1.93 -0.01
C 0.54 0.71 0.73
C -0.20 0.04 1.64
H 0.08 2.64 -0.18
H 1.88 2.42 0.13
H -0.38 0.42 2.66
Ca -0.51 -1.26 -0.58
O -0.68 -1.21 1.38
*
```

Now the Mulliken charges, all in e: O -0.76; C -0.34; C -0.50; C -0.31; C 0.27; H 0.22; H 0.20; H 0.30; Ca 0.90; O -0.96

This record from OMol25 describes the ion C3H8N with charge +1 in a non-equilibrium geometry. The level of theory is ωB97M-V/def2-TZVPD.

Summary:
Kohn-Sham gap (alpha / beta) ... 5.295 / 7.943 eV
Maximum force ... 0.1440 Eh/bohr
E_tot ... -173.226246 Eh
Lowest unoccupied orbital energy (alpha / beta) ... -3.33 / -10.70 eV
ΔE to the lowest compared entry with this formula, charge and spin ... 93.57 kcal/mol
⟨S²⟩ ... 2.01

```
! wB97M-V def2-TZVPD RIJCOSX def2/J DEFGRID3
* xyz 1 3
C -0.38 1.11 0.42
C 0.52 -0.06 0.28
C 0.69 -0.57 -1.11
N -0.78 -0.21 0.94
H -0.12 1.82 1.13
H -0.99 1.36 -0.35
H 1.34 -0.29 0.84
H 1.61 -0.10 -1.66
H -0.07 -0.41 -1.76
H 0.65 -1.64 -1.10
H -0.89 -0.29 1.94
H -1.58 -0.70 0.43
*
```

Now the Mulliken charges, all in e: C -1.05; C 0.59; C -1.31; N -0.61; H 0.37; H 0.44; H 0.46; H 0.35; H 0.45; H 0.41; H 0.43; H 0.46

This record from OMol25 describes a structure of composition C50H59GeN3O5P2Pb. The level of theory is ωB97M-V/def2-TZVPD.

Summary:
Kohn-Sham gap (alpha / beta) ... 6.981 / 5.412 eV
Maximum force ... 0.0149 Eh/bohr
E_tot ... -5432.768057 Eh
Lowest unoccupied orbital energy (alpha / beta) ... -7.93 / -9.50 eV
ΔE to the lowest compared entry with this formula, charge and spin ... 33.06 kcal/mol
⟨S²⟩ ... 0.76

```
! wB97M-V def2-TZVPD RIJCOSX def2/J DEFGRID3
* xyz 3 2
Pb -1.51 -0.62 1.84
C -1.57 -5.02 0.49
C -0.52 -4.02 0.94
C -0.15 -3.10 -0.22
C 0.72 -4.74 1.46
O -1.09 -3.22 1.97
Ge -0.70 -2.91 3.76
O 0.17 -1.19 3.17
C 1.51 -0.68 3.31
C 2.39 -1.75 3.94
C 1.47 0.56 4.18
C 2.02 -0.32 1.91
O -2.25 -1.73 3.63
C -3.64 -2.13 3.87
C -4.08 -3.16 2.85
C -4.48 -0.87 3.74
C -3.72 -2.68 5.28
H -1.18 -5.68 -0.29
H -2.45 -4.51 0.09
H -1.88 -5.64 1.33
H 0.26 -3.67 -1.06
H 0.59 -2.36 0.09
H -1.04 -2.58 -0.59
H 1.16 -5.38 0.69
H 0.46 -5.38 2.31
H 1.47 -4.02 1.79
H 2.05 -1.99 4.94
H 3.42 -1.39 4.01
H 2.39 -2.66 3.34
H 1.07 0.32 5.17
H 0.84 1.34 3.73
H 2.47 0.97 4.31
H 2.01 -1.20 1.26
H 3.04 0.07 1.95
H 1.38 0.46 1.48
H -3.97 -2.77 1.83
H -5.13 -3.41 3.00
H -3.49 -4.07 2.92
H -4.40 -0.43 2.74
H -4.20 -0.12 4.48
H -5.54 -1.11 3.89
H -3.09 -3.57 5.40
H -4.75 -2.98 5.51
H -3.41 -1.94 6.02
O -4.37 2.09 -2.88
C -4.03 3.29 -2.46
C -4.81 4.37 -2.90
C -4.53 5.64 -2.48
C -3.44 5.91 -1.63
C -2.65 4.88 -1.21
C -2.91 3.55 -1.61
C -2.14 2.43 -1.20
O -2.36 1.25 -1.34
N -0.85 2.69 -0.42
N -0.97 2.37 0.98
C -1.85 3.02 1.63
C -2.05 2.69 3.05
C -2.45 3.69 3.93
C -2.52 3.39 5.28
C -2.22 2.10 5.69
C -1.88 1.15 4.74
N -1.79 1.43 3.44
H -3.80 1.40 -2.49
H -5.65 4.15 -3.55
H -5.15 6.46 -2.82
H -3.24 6.92 -1.31
H -1.80 5.10 -0.57
H -2.44 3.82 1.20
H -2.67 4.68 3.56
H -2.82 4.14 6.00
H -2.27 1.82 6.74
H -1.68 0.12 5.01
C 2.29 -0.30 -3.41
P 0.71 -0.31 -2.42
C 0.43 1.52 -2.31
C 0.43 2.09 -0.95
C 0.33 3.59 -0.79
C 0.26 4.39 -2.02
C 0.17 3.79 -3.21
C 0.24 2.34 -3.35
C -0.49 -0.80 -3.69
C -0.26 -0.80 -5.07
C -1.26 -1.19 -5.95
C -2.50 -1.59 -5.46
C -2.74 -1.60 -4.09
C -1.74 -1.22 -3.21
P 3.74 0.10 -2.43
C 4.08 -1.07 -1.15
C 5.00 -0.73 -0.15
C 5.32 -1.66 0.83
C 4.73 -2.92 0.81
C 3.80 -3.25 -0.17
C 3.47 -2.33 -1.15
C 5.14 0.53 -3.41
C 4.97 1.46 -4.44
C 6.05 1.82 -5.22
C 7.31 1.27 -4.96
C 7.48 0.35 -3.93
C 6.41 -0.02 -3.14
H 2.26 0.42 -4.23
H 2.43 -1.29 -3.86
H 0.89 1.53 -0.15
H 0.73 4.04 0.10
H 0.33 5.46 -1.93
H 0.11 4.39 -4.11
H 0.18 1.93 -4.36
H 0.70 -0.50 -5.48
H -1.07 -1.20 -7.01
H -3.28 -1.90 -6.14
H -3.70 -1.93 -3.71
H -1.91 -1.25 -2.14
H 5.46 0.25 -0.14
H 6.04 -1.40 1.59
H 4.99 -3.64 1.57
H 3.35 -4.24 -0.18
H 2.75 -2.61 -1.91
H 4.00 1.91 -4.63
H 5.93 2.54 -6.02
H 8.15 1.55 -5.58
H 8.46 -0.08 -3.75
H 6.54 -0.74 -2.35
*
```

Atomic partial charges in e from the Mulliken method, atoms 1 to 99: Pb 1.63; C -1.92; C 1.69; C -0.67; C -1.87; O 0.29; Ge -0.45; O 0.19; C 1.55; C -1.88; C -1.73; C -0.11; O 0.12; C 1.15; C -1.42; C -1.28; C -1.69; H 0.43; H 0.35; H 0.45; H 0.76; H -0.64; H 0.08; H 0.45; H 0.49; H 0.24; H 0.47; H 0.43; H 0.29; H 0.43; H 0.20; H 0.50; H -0.64; H 0.66; H -0.64; H 0.12; H 0.58; H 0.27; H 0.17; H 0.26; H 0.55; H 0.40; H 0.43; H 0.34; O -0.64; C 0.27; C -0.73; C -0.47; C -1.50; C -0.26; C 0.41; C 0.74; O -0.62; N 2.30; N -0.64; C -0.01; C -0.27; C -0.72; C -0.73; C -1.07; C -0.79; N 0.82; H 0.29; H 0.53; H 0.45; H 0.49; H 0.52; H 0.52; H 0.57; H 0.48; H 0.51; H 0.69; C -1.74; P 1.96; C 0.32; C -0.44; C 0.19; C -1.22; C -1.08; C -0.75; C 0.76; C -0.31; C -0.87; C -0.67; C -1.13; C -0.44; P 0.51; C 1.05; C -0.62; C -0.86; C -0.61; C -0.61; C -0.63; C 0.84; C -0.53; C -0.71; C -0.49; C -0.77; C -0.31

This record from OMol25 describes a cluster of 2 separate species, FH3OSi in total in a non-equilibrium geometry. The level of theory is ωB97M-V/def2-TZVPD.

Summary:
Kohn-Sham gap ... 10.239 eV
Maximum force ... 0.0245 Eh/bohr
E_tot ... -466.356890 Eh
SMILES ... O=[SiH2].F
Lowest unoccupied orbital energy ... -0.45 eV
ΔE to the lowest compared entry with this formula, charge and spin ... 83.82 kcal/mol

```
! wB97M-V def2-TZVPD RIJCOSX def2/J DEFGRID3
* xyz 0 1
O -0.82 -0.56 -1.11
F 2.98 -0.83 -0.11
Si -1.63 0.14 -0.04
H -1.86 -0.21 1.33
H -2.10 1.49 -0.05
H 3.43 -0.02 -0.03
*
```

Now the Mulliken charges, all in e: O -0.39; F -0.39; Si 0.53; H -0.07; H -0.07; H 0.39

Q: maximum force of number 1 (C4H3CaO2)?
A: 0.0593 Eh/bohr

Q: E_tot of number 3 (C50H59GeN3O5P2Pb)?
A: -5432.768057 Eh

What did the fourth record say?
This record from OMol25 describes a cluster of 2 separate species, FH3OSi in total in a non-equilibrium geometry. The level of theory is ωB97M-V/def2-TZVPD.

Summary:
Kohn-Sham gap ... 10.239 eV
Maximum force ... 0.0245 Eh/bohr
E_tot ... -466.356890 Eh
SMILES ... O=[SiH2].F
Lowest unoccupied orbital energy ... -0.45 eV
ΔE to the lowest compared entry with this formula, charge and spin ... 83.82 kcal/mol

```
! wB97M-V def2-TZVPD RIJCOSX def2/J DEFGRID3
* xyz 0 1
O -0.82 -0.56 -1.11
F 2.98 -0.83 -0.11
Si -1.63 0.14 -0.04
H -1.86 -0.21 1.33
H -2.10 1.49 -0.05
H 3.43 -0.02 -0.03
*
```

Now the Mulliken charges, all in e: O -0.39; F -0.39; Si 0.53; H -0.07; H -0.07; H 0.39